Record 1
The following is a quantum chemistry calculation of C2H2DyF2LiO as an isolated structure at a distorted geometry, from the OMol25 dataset.

ORCA input file:
```
! RIJCOSX wB97M-V def2-TZVPD def2/J DEFGRID3
* xyz 2 6
Dy -0.78930 -1.40067 -0.83529
F -0.98574 -1.65148 1.32274
F 0.79494 2.73392 1.84891
O 0.33712 0.60342 -0.86664
C 0.50252 1.52267 1.30551
C 1.01582 1.29849 0.07850
Li 0.22225 2.11195 -2.05898
H 1.95365 1.77207 -0.23450
H -0.48538 1.21802 1.66169
*
```

Calculated values
Orbital gap (spin up / spin down): 10.2 / 4.8 eV
Energy relative to the best compared isomer or geometry (same formula, charge and spin): 0.4312 eV
Total energy: -33859.301 eV
Highest occupied orbital energy (spin up / spin down): -19.4059 / -16.9409 eV

Here are the Löwdin charges for atoms 1 to 5, given in e: 1.81 -0.64 0.13 -0.45 0.07

***

Record 2
The following is a quantum chemistry calculation of a 4-piece molecular cluster, C4H16O3 overall at a distorted geometry, from the OMol25 dataset.

ORCA input file:
```
! RIJCOSX wB97M-V def2-TZVPD def2/J DEFGRID3
* xyz -1 2
O -3.05452 2.52401 1.28985
O 0.63398 2.41597 -2.50986
O -1.39595 -1.50460 -5.03654
C 1.22984 -0.88108 1.46844
C 1.43232 0.15699 2.58163
C -0.20741 -1.32497 1.37811
C 2.13723 -2.10025 1.63800
H -0.37520 -1.96683 0.51398
H 1.87826 -2.62978 2.56108
H 2.00841 -2.76160 0.77675
H -3.09195 3.08270 2.07490
H -0.52953 -1.81573 2.30010
H 1.42214 -0.30394 3.56653
H -3.63626 1.77441 1.47123
H -0.86807 -0.46125 1.22794
H 0.63983 0.91603 2.47052
H -0.43547 -1.55661 -4.96333
H -1.60142 -0.68539 -4.55153
H 3.18497 -1.80059 1.67251
H 1.54384 -0.43731 0.52768
H 0.58269 3.05598 -1.78887
H -0.25651 2.35039 -2.89071
H 2.34383 0.73616 2.40534
*
```

Calculated values
Orbital gap (spin up / spin down): 2.4 / 10.8 eV
Energy relative to the best compared isomer or geometry (same formula, charge and spin): 0.4694 eV
Total energy: -10549.049 eV
Highest occupied orbital energy (spin up / spin down): 0.9458 / -7.5060 eV

Here are the Löwdin charges for atoms 1 to 5, given in e: -0.19 -0.26 -0.22 -0.53 -0.12

***

Record 3
The following is a quantum chemistry calculation of C20H20N5O7Zr as an isolated structure at a distorted geometry, from the OMol25 dataset.

ORCA input file:
```
! RIJCOSX wB97M-V def2-TZVPD def2/J DEFGRID3
* xyz 1 1
Zr 13.92839 7.43519 7.64385
O 14.74886 6.97344 9.49681
O 12.79226 9.31303 7.53932
O 20.28408 7.64886 7.53958
O 16.13320 9.16670 4.56947
O 16.41057 6.50780 10.91487
O 14.67236 8.14531 5.84323
O 13.10022 5.88891 6.65813
N 10.96842 8.29213 6.73337
N 11.60157 7.04694 8.62239
N 9.85612 7.40854 6.87246
N 16.22983 7.52853 7.62778
N 9.48149 7.55671 9.32888
C 10.84524 10.70574 7.14018
C 9.19457 10.41344 10.49438
C 9.69097 4.73869 7.49584
C 11.56956 9.42533 7.16891
C 16.93536 7.13822 8.69867
C 11.02900 4.72834 6.90671
C 8.81426 5.65576 7.92695
C 8.94777 7.18210 8.02164
C 10.80018 7.42850 9.56447
C 16.82992 8.08965 6.59018
C 8.50627 7.97570 10.36459
C 15.85920 8.52927 5.53028
C 16.00093 6.82370 9.84505
C 18.95705 7.62651 7.60352
C 7.22384 9.77420 8.98130
C 18.20343 8.12769 6.54149
C 18.28608 7.18842 8.76526
C 11.76422 5.80128 6.70199
C 11.16850 6.98883 7.29080
C 8.07183 9.45790 10.25874
H 11.30367 11.35000 7.90220
H 6.52516 8.98289 8.79147
H 8.84063 11.38780 10.42622
H 11.19052 7.62254 10.58076
H 8.98487 7.75704 11.30932
H 18.66127 8.65073 5.70042
H 6.69482 10.68024 9.26553
H 7.30132 9.57264 11.06481
H 10.08634 10.18033 9.83278
H 20.52825 7.98711 6.66868
H 7.84947 9.95602 8.15168
H 18.83639 6.82904 9.61270
H 10.96343 11.11813 6.11955
H 9.79380 10.51712 7.36281
H 9.50401 10.35369 11.52587
H 11.42073 3.75004 6.70569
H 7.88758 5.25834 8.41957
H 7.63042 7.30602 10.31430
H 9.27429 3.78278 7.73218
H 8.03433 7.68054 7.85442
*
```

Calculated values
Orbital gap: 8.1 eV
Energy relative to the best compared isomer or geometry (same formula, charge and spin): 3.7945 eV
Total energy: -44123.650 eV
Highest occupied orbital energy: -11.6309 eV

Here are the Löwdin charges for atoms 1 to 5, given in e: 2.03 -0.20 -0.10 0.13 0.16

***

Record 4
The following is a quantum chemistry calculation of the molecule C4H6N2 at a distorted geometry, from the OMol25 dataset.

ORCA input file:
```
! RIJCOSX wB97M-V def2-TZVPD def2/J DEFGRID3
* xyz 0 1
N 2.77361 0.11656 -1.02441
N -0.32809 -1.19147 0.00252
C 1.85123 -0.03577 -0.34184
C -0.36909 0.89020 0.45449
C -1.24899 -0.09094 -0.34571
C 0.67887 -0.25086 0.52217
H -1.29854 0.14693 -1.41548
H 1.04143 -0.51407 1.52213
H -0.04912 1.79244 -0.06901
H -0.02006 -1.77223 -0.77000
H -2.26578 -0.24630 0.02921
H -0.76546 1.15552 1.43592
*
```

Calculated values
Orbital gap: 10.7 eV
Energy relative to the best compared isomer or geometry (same formula, charge and spin): 1.5330 eV
Total energy: -7224.058 eV
Highest occupied orbital energy: -9.7335 eV

Here are the Löwdin charges for atoms 1 to 5, given in e: 0.14 -0.01 -0.18 -0.11 -0.19

***

Record 5
The following is a quantum chemistry calculation of the molecule C5H13NO2 at a distorted geometry, from the OMol25 dataset.

ORCA input file:
```
! RIJCOSX wB97M-V def2-TZVPD def2/J DEFGRID3
* xyz 0 1
O 0.94999 1.39146 -2.49627
O 2.43542 0.25647 -1.13364
N -1.49984 -0.23400 2.99985
C 0.11190 0.09258 0.87238
C 1.28589 1.05311 -1.17685
C -0.18375 0.24135 -0.55030
C -1.32745 -0.59846 1.62402
C -0.38715 -1.03160 -1.34642
H 1.52844 1.94728 -0.58514
H -2.23104 -0.33783 1.07242
H 0.27481 1.04686 1.37293
H -1.40095 -1.40792 -1.22402
H -0.98434 0.95749 -0.73987
H -1.18032 -1.67545 1.55049
H -0.68465 -0.46996 3.55406
H 0.31481 -1.80685 -1.03905
H -0.23989 -0.81282 -2.40402
H 2.23851 -0.57043 -1.59186
H 0.94270 -0.58494 1.06798
H 1.71920 1.78618 -2.93147
H -1.68227 0.75750 3.10478
*
```

Calculated values
Orbital gap: 9.3 eV
Energy relative to the best compared isomer or geometry (same formula, charge and spin): 2.0402 eV
Total energy: -10979.839 eV
Highest occupied orbital energy: -8.4820 eV

Here are the Löwdin charges for atoms 1 to 5, given in e: -0.03 0.00 -0.04 -0.15 -0.38

***

Record 6
The following is a quantum chemistry calculation of C40H37GeN2O7PY as an isolated structure, from the OMol25 dataset.

ORCA input file:
```
! RIJCOSX wB97M-V def2-TZVPD def2/J DEFGRID3
* xyz -1 1
Y 0.62083 -1.29928 -0.26631
Ge -1.52596 0.84333 -1.90308
P 1.15660 -0.18751 2.53470
O 3.19065 -7.48156 -1.19858
O 4.06052 -2.48854 1.46316
O 2.76510 -0.97805 0.42511
O 1.71031 -3.99683 -3.46622
O -2.23594 0.62409 2.20799
O 0.99244 -2.25121 -2.27010
O 2.77270 -6.28831 -3.03228
N 1.15605 -3.67698 0.08481
N 2.12947 -5.59147 0.45877
C 0.40973 2.43382 2.05608
C -3.09661 4.80813 -2.44833
C 2.06348 1.41862 -4.18686
C 0.52336 -0.03986 4.23726
C 1.83087 4.17642 1.19852
C -2.48945 -1.54850 -5.27134
C -0.66570 -0.66879 4.58797
C -1.84704 -0.93323 -4.20608
C -2.30845 2.65662 -1.64378
C 0.72642 1.28825 -3.84342
C 1.41241 -3.43647 -2.40178
C -3.27892 5.24669 -1.14222
C 2.74353 1.99853 1.65777
C 2.91158 3.30873 1.22733
C 1.32927 1.24943 -1.54048
C -2.45195 0.10414 -3.48773
C 2.67819 1.35297 -1.87015
C 2.82377 -0.91835 2.79136
C 1.56699 -4.20760 -1.12362
C 0.32871 1.19027 -2.50657
C -2.48950 3.11955 -0.34165
C 3.29255 -1.53997 1.46614
C -3.76814 -1.14438 -5.63794
C 1.23138 0.67552 5.20437
C 2.78505 -6.47309 -1.73717
C -3.63369 0.62052 2.10527
C 1.53002 -4.52779 1.02090
C 2.16791 -5.41164 -0.90151
C -1.13062 -0.60149 5.89599
C -3.73727 0.48518 -3.86617
C 0.76585 0.74351 6.50793
C -2.61540 3.52793 -2.69041
C 1.39225 -4.32884 2.48619
C 0.58242 3.73627 1.61373
C 3.04552 1.43631 -3.20227
C -2.97232 4.39916 -0.08663
C -1.39961 -0.26823 -0.37910
C 1.49291 1.55134 2.07731
C -4.39257 -0.12824 -4.92842
C -0.41588 0.09883 6.85407
H -2.39915 -0.69990 -0.20878
H 4.09099 1.50504 -3.47621
H -3.11096 4.73248 0.93597
H 2.76779 -1.68435 3.56584
H -1.99597 -2.34910 -5.80909
H -0.02057 1.24225 -4.62901
H -4.03191 1.59114 1.78180
H -4.05509 0.39593 3.08971
H 3.88535 3.63894 0.88761
H 1.03287 1.27543 -0.48811
H 2.35426 -5.38399 -3.26556
H 1.95808 5.18955 0.83849
H -0.27066 4.40180 1.56941
H -1.82234 0.41442 1.31087
H 2.14362 1.19256 4.93014
H -2.24180 2.45877 0.48422
H 2.54530 -6.38954 0.91314
H 3.58650 1.32051 1.61936
H -5.39331 0.18685 -5.20089
H 2.34834 1.48561 -5.23035
H -3.99104 -0.13412 1.39566
H -4.24184 1.27936 -3.32473
H 3.55699 -0.18074 3.12720
H -3.32964 5.46620 -3.27757
H -4.27463 -1.62210 -6.46816
H -2.06162 -1.08763 6.15941
H 1.10506 -5.25031 2.99214
H 1.31941 1.30282 7.25153
H -2.47875 3.20368 -3.71789
H -1.24379 -1.17107 3.82328
H -0.78237 0.15437 7.87165
H 2.34638 -3.98349 2.88844
H 3.42773 1.35178 -1.08935
H -0.57378 2.08139 2.34640
H -0.85918 -1.28323 -3.91562
H 0.63373 -3.57286 2.68605
H -3.65779 6.24360 -0.94951
*
```

Calculated values
Orbital gap: 5.9 eV
Energy relative to the best compared isomer or geometry (same formula, charge and spin): 0.2678 eV
Total energy: -126247.268 eV
Highest occupied orbital energy: -3.6349 eV

Here are the Löwdin charges for atoms 1 to 5, given in e: 1.37 0.82 1.04 0.08 0.03